1.
C4H11ClNOP | ωB97M-V with the def2-TZVPD basis set

The geometry in ORCA input format:
```
! wB97M-V def2-TZVPD RIJCOSX def2/J DEFGRID3
* xyz 0 3
C -1.0917 -1.9952 -0.0897
C -0.2777 1.3250 1.2326
C -0.0649 1.9648 -1.1120
C 0.3514 -1.8404 0.3568
N 0.0350 0.9146 -0.1200
O 1.5510 -0.4064 -2.0721
P 1.0977 -0.3329 -0.3817
Cl 2.7408 -0.0439 0.7064
H -1.1353 -2.0885 -1.1720
H -1.5335 -2.8826 0.3598
H -1.6811 -1.1262 0.2004
H -0.2032 0.4750 1.9074
H 0.3975 2.1115 1.5864
H -1.2987 1.7112 1.2551
H 0.5194 2.8476 -0.8365
H 0.3076 1.5688 -2.0536
H -1.1115 2.2542 -1.2256
H 0.9601 -2.6784 0.0150
H 0.4372 -1.7781 1.4433
*
```

Calculated values
- expectation value of S² = 2.006
- HOMO (alpha / beta) (eV) = -4.33 / -9.65
- HOMO-LUMO gap (alpha / beta) (eV) = 5.2 / 7.5



2.
C4H11ClSi | ωB97M-V with the def2-TZVPD basis set

The geometry in ORCA input format:
```
! wB97M-V def2-TZVPD RIJCOSX def2/J DEFGRID3
* xyz 0 1
C 1.6046 -0.5674 -0.7535
C 0.2522 0.2149 -0.9508
C 0.5261 1.7341 -0.9440
Si -1.1295 -0.6404 0.2183
C -1.2034 -0.6777 2.1204
Cl -3.0334 0.1578 -0.1463
H 2.0327 -0.4084 0.2589
H 1.4261 -1.5866 -1.0955
H 2.3965 -0.2878 -1.4869
H -0.1752 -0.0731 -1.8546
H 1.0013 1.9781 -1.9404
H 1.0850 1.8517 -0.0949
H -0.3904 2.2972 -0.8533
H -0.7303 -2.0874 -0.2108
H -1.9317 -1.3625 2.5714
H -0.2047 -0.8568 2.6871
H -1.5260 0.3143 2.4750
*
```

Calculated values
- HOMO (eV) = -9.97
- HOMO-LUMO gap (eV) = 10.8
- SMILES = CC(C)[Si@@H](C)Cl



3.
C4H11ClSi2 | ωB97M-V with the def2-TZVPD basis set

The geometry in ORCA input format:
```
! wB97M-V def2-TZVPD RIJCOSX def2/J DEFGRID3
* xyz 0 1
Si 1.0162 1.0343 2.1912
C 1.1333 0.2423 0.4759
C 0.2106 0.9483 -0.5607
C -0.2705 -0.4308 -0.8700
Si -2.0040 -0.7832 -1.5165
Cl 0.7734 -1.0660 -2.6485
C 0.3391 -1.0213 0.2718
H -0.2593 0.6966 2.6993
H 1.3208 2.3735 1.8472
H 1.9633 0.5546 3.2418
H 2.1834 0.0343 0.0100
H -0.6913 1.4849 -0.2065
H 0.8584 1.5638 -1.2623
H -2.2689 0.2755 -2.5207
H -2.9834 -0.6531 -0.5448
H -1.8460 -2.2635 -1.8034
H 0.9337 -1.8947 0.2382
H -0.4087 -1.0955 0.9579
*
```

Calculated values
- HOMO (eV) = -9.90
- HOMO-LUMO gap (eV) = 10.2
- SMILES = [SiH3][C@H]1C[C@]([SiH3])(Cl)C1



4.
C4H11CsNO5S | ωB97M-V with the def2-TZVPD basis set

The geometry in ORCA input format:
```
! wB97M-V def2-TZVPD RIJCOSX def2/J DEFGRID3
* xyz 0 2
Cs -4.0275 -42.2235 -9.8362
S -5.6445 -42.9920 -13.4603
O -6.0594 -41.7231 -14.0430
O -5.7329 -42.9483 -12.0478
O -6.5583 -44.0142 -13.9051
O -4.3274 -43.3719 -13.9008
C -5.2379 -44.2658 -6.9071
C -4.9515 -45.6172 -7.6367
C -6.1180 -46.5739 -7.4911
O -5.7422 -47.9119 -7.9016
C -6.9110 -48.6872 -8.0809
N -4.6043 -45.4591 -9.0318
H -5.9649 -43.6635 -7.4519
H -4.3129 -43.6949 -6.8273
H -5.6754 -44.2287 -5.9094
H -4.1509 -46.0655 -7.0484
H -6.9558 -46.2044 -8.0824
H -6.6111 -46.5451 -6.5195
H -7.7218 -48.2295 -7.5141
H -6.7782 -49.7316 -7.7988
H -7.2151 -48.6049 -9.1244
H -4.4668 -46.3708 -9.4440
H -3.6921 -45.0722 -9.2275
*
```

Calculated values
- expectation value of S² = 0.762
- HOMO (alpha / beta) (eV) = -9.16 / -8.78
- HOMO-LUMO gap (alpha / beta) (eV) = 8.3 / 7.0



Across the entries above, ΔE to the lowest compared entry with this formula, charge and spin takes the values 26.4 36.5 5.2 7.6 kcal/mol, respectively.
Across the entries above, max |F| takes the values 3.01 3.54 5.62 4.41 eV/A, respectively.
Across the entries above, E takes the values -1090.39655 -908.70879 -1198.05599 -1008.20098 a.u., respectively.